Entry 1:
12 unconnected molecules or ions with the total composition C42H117N9O12, computed with the ωB97M-V functional and the def2-TZVPD basis.

Geometry (Å):
C 13.82654 -6.20329 -13.04898
C 13.71735 -6.66699 -11.58907
C 14.69893 -5.83524 -10.75787
O 16.00632 -6.14537 -11.20045
C 16.98959 -5.98311 -10.20658
N 12.37416 -6.43149 -11.07546
H 14.76669 -6.44147 -13.55048
H 13.71856 -5.12337 -13.16944
H 13.03842 -6.69662 -13.62605
H 13.92939 -7.73516 -11.52941
H 14.51884 -6.06175 -9.70250
H 14.51558 -4.77403 -10.94385
H 17.07030 -6.80862 -9.48398
H 16.77778 -5.11437 -9.57340
H 17.94464 -5.92547 -10.72396
H 12.21638 -5.43644 -10.91220
H 11.62766 -6.75810 -11.67585
C 11.55740 -2.95434 -1.62735
C 10.50928 -2.13147 -2.37711
C 10.72173 -0.64069 -2.18691
O 10.33566 -0.32164 -0.86156
C 10.34772 1.07108 -0.64584
N 10.60962 -2.43997 -3.82133
H 11.41869 -4.01636 -1.83958
H 11.48412 -2.77719 -0.55315
H 12.56598 -2.65084 -1.91095
H 9.52971 -2.47045 -2.01859
H 10.18289 -0.11046 -2.98796
H 11.76483 -0.33136 -2.33589
H 10.36548 1.25208 0.43134
H 9.44207 1.54622 -1.03035
H 11.23749 1.59008 -1.01487
H 9.76967 -1.99770 -4.19421
H 10.45823 -3.44948 -3.91956
C 13.12836 1.69789 -9.43524
C 13.68743 1.04334 -10.68301
C 13.20566 -0.37295 -10.93001
O 13.78385 -0.87372 -12.12208
C 13.19886 -2.10345 -12.48337
N 13.35035 1.88170 -11.89112
H 12.17428 2.20422 -9.58540
H 13.77748 2.44998 -8.98423
H 12.95050 0.96084 -8.64296
H 14.78378 1.02681 -10.65446
H 12.11374 -0.39551 -11.01330
H 13.61599 -0.96242 -10.09697
H 12.12276 -2.11077 -12.65484
H 13.42631 -2.82292 -11.68422
H 13.74632 -2.53362 -13.32196
H 13.37669 1.22059 -12.66605
H 14.15494 2.47839 -12.05606
C 15.17759 -2.28188 -3.06882
C 16.19310 -1.79348 -4.09221
C 17.57002 -2.40396 -3.89221
O 18.16624 -1.78545 -2.75781
C 19.48183 -2.26319 -2.52490
N 15.72402 -2.15487 -5.44130
H 15.04038 -3.35986 -3.19434
H 14.21496 -1.79683 -3.20342
H 15.59118 -2.12516 -2.06641
H 16.27611 -0.70548 -4.03649
H 18.25710 -2.30486 -4.74044
H 17.48182 -3.48623 -3.70708
H 19.56744 -3.34814 -2.63755
H 19.70791 -2.02990 -1.48589
H 20.15098 -1.73975 -3.21219
H 14.76512 -1.78928 -5.57778
H 15.56633 -3.15467 -5.55464
C 16.57713 -8.55982 -4.08000
C 15.94380 -7.36665 -4.79600
C 17.03769 -6.55445 -5.50734
O 16.42037 -5.49174 -6.20232
C 17.32970 -4.69261 -6.93624
N 14.86536 -7.74870 -5.74351
H 15.91321 -9.08273 -3.39244
H 17.31660 -8.15150 -3.38322
H 17.05358 -9.21880 -4.80463
H 15.49971 -6.73283 -4.02415
H 17.48389 -7.24680 -6.23556
H 17.81711 -6.23315 -4.81137
H 16.69899 -4.13576 -7.63313
H 18.07383 -5.25474 -7.50683
H 17.79681 -3.95232 -6.28235
H 15.20269 -8.53497 -6.30807
H 14.95040 -7.03016 -6.47177
C 7.79114 -5.55728 -2.61859
C 8.91773 -6.23943 -3.36181
C 8.62878 -7.62832 -3.92518
O 8.04477 -8.41472 -2.89803
C 7.79442 -9.73136 -3.35553
N 9.45398 -5.32197 -4.38763
H 7.34280 -6.24252 -1.89361
H 6.96859 -5.32293 -3.30233
H 8.09583 -4.66880 -2.07082
H 9.72509 -6.37850 -2.63680
H 9.59412 -8.07770 -4.19817
H 8.00942 -7.60291 -4.83114
H 8.68215 -10.36698 -3.36384
H 7.29764 -9.73134 -4.32926
H 7.07817 -10.17126 -2.66024
H 10.25527 -5.80150 -4.80359
H 8.81027 -5.22553 -5.17008
C 11.89301 -8.21135 0.52629
C 11.04206 -8.11534 -0.75741
C 11.39896 -9.31058 -1.65076
O 12.65894 -9.22083 -2.25865
C 12.62907 -8.45511 -3.44845
N 9.64464 -8.23695 -0.32036
H 11.67628 -7.39508 1.22224
H 12.95105 -8.15996 0.26731
H 11.64798 -9.10882 1.09423
H 11.26162 -7.16349 -1.25370
H 10.62047 -9.43099 -2.41825
H 11.37479 -10.20638 -1.02921
H 12.06486 -8.97772 -4.23243
H 13.62989 -8.29891 -3.83676
H 12.08686 -7.52186 -3.27055
H 9.05008 -7.96019 -1.10381
H 9.48162 -7.56982 0.42506
C 13.32482 -4.78783 -4.88892
C 12.46996 -5.26869 -6.04200
C 13.17416 -4.92697 -7.36348
O 13.19984 -3.51525 -7.45974
C 13.75125 -3.01422 -8.65293
N 12.18176 -6.68009 -5.88064
H 14.32634 -5.22532 -4.93015
H 12.91811 -5.12614 -3.93141
H 13.38118 -3.70016 -4.85088
H 11.53455 -4.69726 -6.02406
H 12.59323 -5.31461 -8.21393
H 14.16123 -5.40047 -7.45386
H 13.13118 -3.20968 -9.53524
H 14.78873 -3.33081 -8.78883
H 13.75366 -1.92575 -8.56174
H 11.80058 -7.06906 -6.74545
H 13.03037 -7.22417 -5.72374
C 11.22550 0.05934 -6.94380
C 12.67663 0.01943 -6.40516
C 12.92650 1.16221 -5.42760
O 13.04631 2.42275 -6.06281
C 14.32768 2.60561 -6.63926
N 12.86224 -1.27207 -5.74992
H 11.00132 1.01316 -7.43542
H 10.49374 -0.00244 -6.13509
H 11.09135 -0.79376 -7.60838
H 13.40273 0.10935 -7.21720
H 13.81463 0.97452 -4.81418
H 12.04256 1.26731 -4.79161
H 14.45410 1.96499 -7.51614
H 15.13076 2.41094 -5.92810
H 14.38864 3.62446 -7.01931
H 12.19187 -1.44994 -4.99624
H 12.68981 -2.06453 -6.36777
C 9.97054 -9.22452 -7.82123
C 10.92602 -8.85231 -8.93082
O 11.44407 -7.55594 -8.62700
H 9.62862 -10.26148 -7.86931
H 9.03722 -8.65938 -7.88243
H 10.39849 -9.05119 -6.83337
H 10.36335 -8.79535 -9.86828
H 11.76561 -9.54552 -9.01902
H 11.97753 -7.22420 -9.38404
C 17.16497 0.70867 -9.28485
C 16.55130 -0.27821 -8.32231
O 16.89922 -0.02072 -6.98191
H 16.74195 0.61060 -10.28436
H 18.24866 0.60856 -9.34743
H 16.92629 1.70589 -8.90421
H 16.86779 -1.30518 -8.56873
H 15.45860 -0.26096 -8.46222
H 16.62178 -0.82254 -6.47839
C 9.36733 -2.83326 -8.83608
C 10.59390 -3.72155 -9.04929
O 11.04083 -3.71390 -10.39262
H 9.60754 -1.79788 -9.07040
H 8.96833 -2.94977 -7.82719
H 8.54179 -3.18176 -9.46636
H 10.35486 -4.70075 -8.61822
H 11.41405 -3.31272 -8.45955
H 10.32311 -4.00682 -10.96700

The calculation puts the LUMO energy at 0.2339 eV. As for the HOMO energy: -8.6 eV. As for the SMILES: COC[C@H](C)N.COC[C@H](C)N.COC[C@H](C)N.COC[C@H](C)N.COC[C@H](C)N.COC[C@H](C)N.COC[C@H](C)N.COC[C@H](C)N.COC[C@H](C)N.CCO.CCO.CCO. The value obtained for the total energy is -3065.92125 Ha. Its spin multiplicity is 1. For the largest force on an atom, the calculation gives 1.9 eV/Å.

Entry 2:
A single C4H11NO3S molecule, computed with the ωB97M-V functional and the def2-TZVPD basis.

Geometry (Å):
C -1.80254 -1.18032 -0.20178
C -0.15523 1.08423 1.27662
C 0.06951 1.04613 -1.24877
C -0.38534 -1.02276 0.08062
N 0.22332 0.31583 0.03863
O 2.25028 -0.91727 1.22991
O 2.74512 1.11975 0.06353
O 2.07667 -0.84107 -1.23401
S 2.12555 -0.18052 0.03559
H -2.14624 -1.25753 -1.23405
H -2.09658 -2.21748 0.12496
H -2.39853 -0.40467 0.37359
H 0.18313 0.51187 2.20247
H 0.19993 2.12099 1.35360
H -1.18258 0.94378 1.31247
H 0.33789 0.40366 -2.11253
H -0.89975 1.43465 -1.26998
H 0.63156 2.02860 -1.23181
H 0.32508 -1.52928 -0.59074
H -0.10122 -1.45861 1.03169

The calculation puts the LUMO energy at 0.5567 eV. As for the HOMO energy: -10.2 eV. As for the SMILES: CC[N+](C)(C)S(=O)(=O)[O-]. The value obtained for the total energy is -837.62422 Ha. Its spin multiplicity is 1. For the largest force on an atom, the calculation gives 2.9 eV/Å.

Entry 3:
4 unconnected molecules or ions with the total composition C3H12O4, computed with the ωB97M-V functional and the def2-TZVPD basis.

Geometry (Å):
C 2.08102 -0.60738 -0.22218
O 1.29422 0.54011 -0.52168
C 2.01331 -0.83838 1.25263
C 1.95809 -2.04133 1.79556
H 1.72871 -1.48920 -0.75755
H 3.11482 -0.41381 -0.52540
H 1.52804 0.94558 -1.36187
H 2.15455 0.02740 1.85772
H 1.92075 -2.17261 2.86649
H 2.00249 -2.89112 1.13879
H -0.53928 0.16710 -2.34199
H -0.79748 0.68854 -3.73927
O -0.28841 0.02201 -3.26133
H -0.96161 -0.15597 -0.32960
H -2.47067 -0.67860 -0.42766
O -1.87388 0.06257 -0.54216
H -3.18710 1.68953 1.59795
H -4.48790 2.45669 1.83071
O -3.63770 2.25138 2.23276

The calculation puts the LUMO energy at 0.5937 eV. As for the HOMO energy: -10.1 eV. As for the SMILES: C=CCO.O.O.O. The value obtained for the total energy is -422.41981 Ha. Its spin multiplicity is 1. For the largest force on an atom, the calculation gives 0.9 eV/Å.

What is the formula in the third record? C3H12O4